A cluster of 2 separate species, C7H14N2 in total in a non-equilibrium geometry, computed with wB97M-V/def2-TZVPD.

Summary:
HOMO level = -8.556 eV
Total energy = -384.57744 hartree
Molar mass = 126.2 g mol⁻¹
2S+1 = 1
Kohn-Sham gap = 9.495 eV
Energy above the lowest of the compared OMol25 structures with the same formula, charge and spin = 142.96 kJ/mol
SMILES = Cc1c[nH]cn1.CCC
Net charge = 0

```
23
C7H14N2, DFT wB97M-V/def2-TZVPD
C -2.6761 -1.2738 0.3822
C -1.4740 -1.4314 -0.4754
C -0.1358 -1.2965 -0.0660
N 0.5927 -1.6934 -1.2408
C -0.3446 -1.9507 -2.2421
N -1.5646 -1.6669 -1.8736
H -3.3654 -2.0502 0.1670
H -3.2075 -0.3829 0.0664
H -2.3694 -1.3542 1.4267
H 0.3135 -1.0273 0.8526
H 1.5744 -1.5555 -1.3806
H -0.0170 -2.1268 -3.2796
C 0.2050 2.1422 1.3648
C 1.6728 1.6300 1.1343
C 1.8273 1.1284 -0.3851
H 0.0788 3.1384 1.4697
H -0.2803 1.7191 2.3111
H -0.3858 1.8738 0.5316
H 2.2127 2.4247 1.6240
H 1.9785 0.7582 1.7411
H 1.5303 1.8789 -1.1242
H 2.7820 0.7618 -0.6708
H 1.0524 0.3541 -0.3334
```

A cluster of 2 separate species, C7H14N2 in total in a non-equilibrium geometry, computed with wB97M-V/def2-TZVPD.

Summary:
HOMO level = -8.485 eV
Total energy = -384.59003 hartree
Molar mass = 126.2 g mol⁻¹
2S+1 = 1
Kohn-Sham gap = 9.366 eV
Energy above the lowest of the compared OMol25 structures with the same formula, charge and spin = 109.90 kJ/mol
SMILES = Cc1c[nH]cn1.CCC
Net charge = 0

```
23
C7H14N2, DFT wB97M-V/def2-TZVPD
C -2.3406 -0.7617 -0.8070
C -1.0059 -1.2958 -0.5670
C -0.7070 -2.4796 0.0977
N 0.6383 -2.6985 0.0080
C 1.1338 -1.6143 -0.7113
N 0.1893 -0.8080 -1.0245
H -2.2409 0.0351 -1.5482
H -2.7702 -0.4746 0.1525
H -3.0384 -1.4021 -1.3611
H -1.4827 -3.1612 0.4037
H 1.1521 -3.4886 0.3322
H 2.2014 -1.4761 -0.7665
C 0.3812 2.4513 -0.4108
C 0.1236 2.7855 1.0722
C 1.4621 2.9322 1.8692
H -0.2006 1.5716 -0.7121
H 0.3776 3.3260 -1.0432
H 1.2968 1.8563 -0.4715
H -0.3311 3.7854 1.0628
H -0.6142 2.2498 1.6697
H 1.5960 3.9583 2.2307
H 1.5036 2.3542 2.7913
H 2.2715 2.7859 1.1673
```

An isolated molecule of C7H14N2 in a non-equilibrium geometry, computed with wB97M-V/def2-TZVPD.

Summary:
HOMO level = -6.657 eV
Total energy = -384.54833 hartree
Molar mass = 126.2 g mol⁻¹
2S+1 = 1
Kohn-Sham gap = 7.580 eV
Energy above the lowest of the compared OMol25 structures with the same formula, charge and spin = 219.40 kJ/mol
Net charge = 0

```
23
C7H14N2, DFT wB97M-V/def2-TZVPD
C 0.5362 1.1116 0.9486
C 1.2335 -0.3119 -2.8674
C -0.3955 2.2896 0.7250
C 0.7730 -1.4010 1.5051
C -1.0394 -0.6240 -0.0519
C 0.1874 0.2206 -1.9471
N -2.3734 -1.0205 0.0839
C -0.2485 -0.3151 1.1683
N -0.4839 -0.5195 -1.2021
H -2.8020 -1.3065 -0.7840
H -2.5426 -1.6780 0.8319
H 1.0668 1.2360 1.8942
H 1.2997 1.0465 0.1755
H -0.9358 -0.1877 2.0087
H 1.4963 -1.3536 -2.6589
H 0.9335 -0.2210 -3.9025
H 2.1398 0.2800 -2.7307
H 0.1487 3.2260 0.7273
H -0.9299 2.2007 -0.2122
H -1.1465 2.3460 1.5108
H 1.3528 -1.1158 2.3822
H 0.2699 -2.3473 1.7193
H 1.4600 -1.5551 0.6761
```

A cluster of 3 separate species, C7H14N2O in total in a non-equilibrium geometry, computed with wB97M-V/def2-TZVPD.

Summary:
HOMO level (spin up / spin down) = -7.024 / -7.027 eV
Total energy = -459.70926 hartree
Molar mass = 142.2 g mol⁻¹
2S+1 = 1
Kohn-Sham gap (spin up / spin down) = 7.686 / 7.685 eV
Energy above the lowest of the compared OMol25 structures with the same formula, charge and spin = 445.23 kJ/mol
Net charge = 0

```
24
C7H14N2O, DFT wB97M-V/def2-TZVPD
C 0.4196 0.3637 -0.0015
C 0.0894 1.3913 -1.0485
C 1.5752 0.7192 0.8920
C -2.6280 0.6423 0.6075
N 0.1052 -0.8986 -0.2860
C 1.7665 -1.2464 -1.5189
C -1.3669 0.1610 1.2178
N 1.2920 -2.1867 -2.3678
C -1.1969 -0.3230 2.4318
O 2.8896 -0.8018 -1.5612
H 0.2889 -1.5762 0.4479
H 0.3170 -2.4283 -2.3391
H 1.8634 -2.5208 -3.1366
H 0.9789 1.5762 -1.6544
H -0.2106 2.3245 -0.5706
H -0.6974 1.0385 -1.7112
H 2.4792 0.7719 0.2809
H 1.4065 1.6880 1.3623
H 1.7449 -0.0454 1.6484
H -3.4657 0.5890 1.3155
H -2.5434 1.6825 0.2837
H -2.8861 0.0431 -0.2682
H -1.9699 -0.2382 3.1982
H -0.2513 -0.7259 2.7781
```

A structure of composition C7H14N2O3 in a non-equilibrium geometry, computed with wB97M-V/def2-TZVPD.

Summary:
HOMO level = -8.854 eV
Total energy = -610.19628 hartree
Molar mass = 174.2 g mol⁻¹
2S+1 = 1
Kohn-Sham gap = 9.686 eV
Energy above the lowest of the compared OMol25 structures with the same formula, charge and spin = 549.39 kJ/mol
Net charge = 0

```
26
C7H14N2O3, DFT wB97M-V/def2-TZVPD
C 2.2688 -2.4728 2.0103
C 0.8412 -1.7444 0.3193
C 0.7579 -0.7732 -0.8156
C -0.4232 1.5107 0.9155
C -0.7505 2.5020 -0.1642
C -1.2940 3.6992 -0.0208
C -0.9542 1.0782 -2.0523
H 2.2241 -3.5213 1.6719
H 1.4919 -2.3329 2.7968
H 3.2556 -2.2947 2.4116
H 0.7148 -2.7671 -0.0613
H 0.0234 -1.5753 1.0411
H 1.5913 -0.0867 -0.9522
H -1.5174 -1.7295 -0.5267
H -2.0486 -1.2859 -2.0293
H -0.6683 1.9348 1.9011
H 0.6514 1.2674 0.8918
H -0.9833 0.5982 0.7818
H -1.5673 4.0642 0.9648
H -1.4763 4.3350 -0.8764
H -0.5570 0.9151 -2.9845
N -0.1992 -0.7108 -1.6563
N -1.2404 -1.6152 -1.4918
O 2.0859 -1.5779 0.9409
O -0.3401 2.1170 -1.4526
O -1.8865 0.4659 -1.5628
```

A cluster of 2 separate species, C7H14N2S in total in a non-equilibrium geometry, computed with wB97M-V/def2-TZVPD.

Summary:
HOMO level = -8.047 eV
Total energy = -782.72802 hartree
Molar mass = 158.3 g mol⁻¹
2S+1 = 1
Kohn-Sham gap = 8.775 eV
Energy above the lowest of the compared OMol25 structures with the same formula, charge and spin = 270.97 kJ/mol
SMILES = CCc1c[nH]cn1.CCS
Net charge = 0

```
24
C7H14N2S, DFT wB97M-V/def2-TZVPD
C -0.1092 1.9049 1.4729
C -0.3358 2.6810 0.0783
C -0.9854 1.7957 -0.8493
C -0.3674 0.7572 -1.6283
N -1.2237 0.4681 -2.7486
C -2.2567 1.3063 -2.5747
N -2.1577 2.1133 -1.4446
H -1.0017 1.9006 2.1988
H 0.7429 2.3953 1.9013
H 0.3725 0.8827 1.3440
H -0.8179 3.6716 0.2747
H 0.5716 3.1201 -0.3762
H 0.7125 0.5418 -1.5427
H -1.0901 -0.2350 -3.3302
H -3.1486 1.4207 -3.1832
C 0.1432 -3.3325 1.9253
C 1.5320 -2.6146 2.3906
S 2.1837 -1.8781 0.8986
H -0.5852 -2.5118 2.1880
H -0.0683 -4.2014 2.4902
H 0.0174 -3.4301 0.8958
H 1.5969 -1.9611 3.2442
H 2.3894 -3.2768 2.7510
H 3.3152 -1.3246 1.2287
```

The ion C7H14N3 with charge +1 in a non-equilibrium geometry, computed with wB97M-V/def2-TZVPD.

Summary:
HOMO level = -13.313 eV
Total energy = -439.06383 hartree
Molar mass = 140.2 g mol⁻¹
2S+1 = 1
Kohn-Sham gap = 10.715 eV
Energy above the lowest of the compared OMol25 structures with the same formula, charge and spin = 326.52 kJ/mol
SMILES = Cc1[nH]cnc1[N+](C)(C)C
Net charge = +1

```
24
C7H14N3, DFT wB97M-V/def2-TZVPD
C -1.2257 2.1159 0.3181
C -1.3585 0.6587 0.0208
N -2.6206 0.0910 0.0215
C -2.4426 -1.2635 -0.1127
N -1.2434 -1.6681 -0.1862
C -0.3589 -0.2434 -0.2249
N 1.0202 -0.4045 -0.0673
C 1.7739 0.9069 -0.2043
C 1.4539 -1.2457 -1.2052
C 1.2475 -1.0527 1.2219
H -2.2795 2.6336 0.1347
H -1.0597 2.2224 1.3641
H -0.5299 2.7435 -0.3944
H -3.3981 0.6184 0.3205
H -3.2394 -1.9863 -0.2238
H 1.5692 1.6192 0.6190
H 2.8217 0.7784 -0.3750
H 1.3838 1.3171 -1.2599
H 2.2416 -1.7470 -0.7762
H 0.5612 -1.8139 -1.5400
H 1.8398 -0.6297 -2.0347
H 0.8833 -2.1259 1.1044
H 2.3342 -1.0740 1.5476
H 0.6259 -0.4500 1.9321
```

The ion C7H14N3O4 with charge +1 in a non-equilibrium geometry, computed with wB97M-V/def2-TZVPD.

Summary:
HOMO level = -13.369 eV
Total energy = -740.02492 hartree
Molar mass = 204.2 g mol⁻¹
2S+1 = 1
Kohn-Sham gap = 10.197 eV
Energy above the lowest of the compared OMol25 structures with the same formula, charge and spin = 307.41 kJ/mol
SMILES = C/C1=N\CN[C@H](O)/[NH+]=C(\O)[C@](C)(O)O1
Net charge = +1

```
28
C7H14N3O4, DFT wB97M-V/def2-TZVPD
C -0.6336 -2.4414 -1.2221
C -0.5707 -1.3354 -0.2420
N 0.1935 -1.1987 0.7233
C 1.6037 -1.6031 0.7114
N 2.4334 -0.4481 0.7456
C 2.1054 0.5538 -0.1826
O 2.9656 1.5708 -0.3409
N 0.7161 1.1131 0.3445
C -0.3238 1.4929 -0.2701
O -0.3584 2.0158 -1.4331
C -1.5937 0.8259 0.3572
C -2.9423 1.5216 0.1282
O -1.3399 0.6715 1.7230
O -1.6306 -0.4482 -0.2776
H -1.2981 -3.2244 -1.0413
H 0.3556 -2.8797 -1.5061
H -1.0405 -1.8602 -2.0826
H 1.8746 -2.3212 1.6648
H 1.8143 -2.0842 -0.2386
H 2.6677 -0.1009 1.7124
H 1.8941 0.0264 -1.1851
H 3.6257 1.5212 0.2719
H 0.3811 0.3480 1.0562
H 0.5304 2.2044 -1.8019
H -2.6285 2.4723 0.1414
H -3.5862 1.2119 0.8705
H -3.3164 1.1559 -0.8727
H -1.8987 1.2400 2.2462
```

An isolated molecule of C7H14N4 in a non-equilibrium geometry, computed with wB97M-V/def2-TZVPD.

Summary:
HOMO level = -9.209 eV
Total energy = -494.10939 hartree
Molar mass = 154.2 g mol⁻¹
2S+1 = 1
Kohn-Sham gap = 9.733 eV
Energy above the lowest of the compared OMol25 structures with the same formula, charge and spin = 52.67 kJ/mol
SMILES = CCC(C)(C)/N=C(/N)NC#N
Net charge = 0

```
25
C7H14N4, DFT wB97M-V/def2-TZVPD
C 1.3073 0.9541 -1.8525
C 0.8728 1.1093 -0.3999
C 0.7014 -0.1733 0.4664
C 0.3673 0.1503 1.9288
C 1.9218 -1.0655 0.5102
N -0.2899 -1.1228 -0.1860
C -1.5625 -0.9196 -0.2381
N -2.3870 -1.8842 -0.7211
N -2.3463 0.1022 0.3120
C -2.0099 1.4363 0.3244
N -2.0192 2.5681 0.1178
H 0.6073 0.4518 -2.5289
H 2.2365 0.4098 -1.9203
H 1.5438 1.9066 -2.2246
H 1.5988 1.7951 0.0721
H -0.0146 1.6831 -0.3625
H -0.3463 0.9435 1.9783
H 0.0686 -0.6941 2.5809
H 1.2546 0.6492 2.3646
H 1.8232 -1.8865 1.1769
H 2.0975 -1.4706 -0.5357
H 2.8339 -0.5002 0.7642
H -1.9081 -2.7018 -1.0459
H -3.1222 -1.5613 -1.3238
H -3.2289 -0.1795 0.7428
```

A cluster of 2 separate species, C7H14N4O in total in a non-equilibrium geometry, computed with wB97M-V/def2-TZVPD.

Summary:
HOMO level = -9.458 eV
Total energy = -569.25302 hartree
Molar mass = 170.2 g mol⁻¹
2S+1 = 1
Kohn-Sham gap = 9.809 eV
Energy above the lowest of the compared OMol25 structures with the same formula, charge and spin = 422.69 kJ/mol
Net charge = 0

```
26
C7H14N4O, DFT wB97M-V/def2-TZVPD
C -1.8540 -0.0885 -0.2403
C -4.3164 -0.1484 0.0724
C 2.4592 -1.1511 -0.7972
C 2.1668 -0.3146 1.4050
C -2.9898 -0.8208 0.3139
C 2.5981 0.1346 0.0242
C 1.9718 1.3820 -0.5428
N -1.8914 0.6111 -1.4163
N -0.6382 0.0098 0.3090
N -0.6807 1.1580 -1.6271
N -0.0043 0.7069 -0.6634
O 2.0319 2.5154 0.1277
H -4.2654 0.8943 0.3871
H -5.0060 -0.7320 0.5645
H -4.7433 0.0367 -0.9113
H 1.4226 -1.3924 -0.7815
H 2.6937 -0.9456 -1.8655
H 3.0830 -1.8664 -0.4580
H 1.3348 -0.9011 1.1943
H 2.9318 -0.8828 1.8815
H 1.7894 0.4499 2.1724
H -2.9452 -1.8931 -0.1124
H -3.0759 -0.9888 1.4459
H 3.6884 0.4146 0.0194
H 2.0946 1.5044 -1.6708
H 2.1444 2.3080 1.1694
```